Record 1
{"formula": "C6H11N", "method": "the ωB97M-V functional and the def2-TZVPD basis", "elements": ["C", "C", "C", "C", "C", "C", "N", "H", "H", "H", "H", "H", "H", "H", "H", "H", "H", "H"], "positions_angstrom": [[1.91, -0.51, -0.05], [0.80, 0.43, 0.08], [-0.03, -0.85, -0.30], [0.47, 1.38, 1.28], [-0.81, -0.70, -1.59], [-1.07, -1.31, 0.73], [1.30, -1.57, -0.36], [3.05, -0.44, 0.04], [1.14, 1.32, -1.12], [0.61, 0.93, 2.23], [-0.63, 1.53, 1.30], [1.18, 2.29, 1.30], [-0.31, -1.32, -2.34], [-0.88, 0.40, -1.76], [-1.77, -1.10, -1.43], [-1.39, -2.35, 0.32], [-1.94, -0.64, 0.89], [-0.60, -1.73, 1.60]], "energy_ev": -7886.737}

***

Record 2
{"formula": "C6H11N", "method": "the ωB97M-V functional and the def2-TZVPD basis", "elements": ["C", "C", "C", "C", "C", "H", "H", "H", "H", "H", "H", "H", "H", "C", "N", "H", "H", "H"], "positions_angstrom": [[-0.33, 0.50, 2.07], [0.05, 0.72, 0.64], [0.42, -0.54, -0.10], [-0.04, 1.92, 0.06], [1.45, -0.41, -1.20], [0.68, -1.35, 0.59], [-0.66, 1.42, 2.54], [0.53, 0.12, 2.63], [-1.12, -0.25, 2.14], [-0.47, 2.76, 0.58], [0.13, 2.07, -0.99], [2.26, 0.28, -0.97], [1.82, -1.37, -1.53], [-0.79, -1.01, -0.94], [-1.29, -2.14, -0.68], [-2.05, -2.44, -1.29], [0.71, -0.09, -2.08], [-1.30, -0.19, -1.47]], "energy_ev": -7888.876}

***

Record 3
{"formula": "C6H11N", "method": "the ωB97M-V functional and the def2-TZVPD basis", "elements": ["C", "N", "C", "C", "C", "C", "C", "H", "H", "H", "H", "H", "H", "H", "H", "H", "H", "H"], "positions_angstrom": [[0.55, -0.45, 1.66], [-2.08, -0.01, 0.65], [-1.01, -0.13, -0.27], [0.27, -0.23, 0.19], [1.45, 0.13, -0.61], [2.40, 1.01, -0.27], [-1.37, -0.26, -1.72], [1.45, -1.02, 1.86], [-0.28, -0.84, 2.26], [0.79, 0.54, 2.11], [-1.74, 0.11, 1.59], [-2.92, -0.41, 0.27], [1.50, -0.44, -1.55], [3.47, 0.95, -0.47], [2.02, 1.77, 0.42], [-2.32, -0.82, -1.88], [-0.54, -0.68, -2.26], [-1.65, 0.78, -1.98]], "energy_ev": -7888.418}